(1)
Molecular formula: C4H7IN
Method: DFT, wB97M-V/def2-TZVPD

Computed properties:
- F_max: 4.8 eV Å⁻¹
- Electronic energy: -508.58145 Eh
- Total charge: +1
- Kohn-Sham gap (alpha / beta): 5.973 / 5.993 eV
- Lowest unoccupied orbital energy (alpha / beta): -7.45 / -7.45 eV

XYZ file:
```
13
Properties=species:S:1:pos:R:3:forces:R:3:lowdin_charge:R:1
C -0.05813 1.20809 0.49037 -0.12 1.26 0.37 -0.06
C 0.57394 0.41702 -0.65113 3.11 0.47 0.35 -0.09
C -0.72314 -1.22987 0.58291 0.43 -1.98 4.30 -0.05
C -1.15042 0.15590 0.43358 -3.01 0.31 0.99 -0.16
N -0.51086 -0.52194 -0.66035 -1.02 -1.87 -3.65 -0.03
I -4.38723 -0.03560 0.02598 2.26 0.30 0.31 0.27
H 0.57973 1.26278 1.39620 -0.80 -0.13 -0.30 0.14
H -0.41506 2.21205 0.24367 0.13 -0.21 -0.12 0.13
H 1.08386 0.83881 -1.55992 -1.62 -0.27 0.48 0.18
H 1.31867 -0.20041 -0.22037 1.63 -0.14 0.45 0.11
H 0.19522 -1.50291 1.28503 -1.70 0.76 -1.88 0.19
H -1.57645 -1.99824 0.74022 1.60 1.29 -1.22 0.16
H -0.76270 -0.97773 -1.53055 -0.89 0.21 -0.08 0.21
```
Positions in Å, forces in eV/Å.

***

(2)
Molecular formula: C4H7IN3O
Method: DFT, wB97M-V/def2-TZVPD

Computed properties:
- F_max: 5.6 eV Å⁻¹
- Electronic energy: -693.35940 Eh
- Total charge: +1
- Kohn-Sham gap (alpha / beta): 6.834 / 7.070 eV
- Lowest unoccupied orbital energy (alpha / beta): -6.48 / -6.39 eV

XYZ file:
```
16
Properties=species:S:1:pos:R:3:forces:R:3:lowdin_charge:R:1
C 0.66948 -0.57772 -0.33218 2.41 5.02 0.05 -0.27
C 0.56928 1.63449 0.39801 -1.53 -1.38 -1.79 -0.15
C -0.87809 1.14238 -0.10033 1.92 0.51 -0.57 -0.04
C -1.53526 -1.36544 -0.23500 -2.76 -3.46 1.96 -0.03
N 1.33740 -1.59562 0.17367 -1.60 -1.52 1.53 0.01
N 1.50611 0.73716 -0.34055 -3.13 -2.74 -0.57 -0.49
N -0.60006 -0.29032 -0.17630 -0.28 -0.97 -0.60 -0.11
O 2.50518 -1.79048 0.10565 1.30 -0.89 -0.98 -0.12
I 3.44236 0.55045 0.00043 0.53 1.03 0.16 1.32
H 0.68954 2.66519 0.17006 0.51 0.76 0.20 0.12
H 0.62428 1.29274 1.39463 0.08 0.60 1.63 0.11
H -1.64635 1.41989 0.59823 -0.22 -0.34 0.59 0.13
H -1.21554 1.51239 -1.08326 0.50 -0.02 0.22 0.14
H -1.02679 -2.38505 -0.02354 -0.29 1.83 -0.25 0.12
H -2.07147 -1.58837 -1.19224 0.54 0.96 0.54 0.11
H -2.37007 -1.36168 0.64272 2.01 0.62 -2.10 0.16
```
Positions in Å, forces in eV/Å.

***

(3)
Molecular formula: C4H7IO3S
Method: DFT, wB97M-V/def2-TZVPD

Computed properties:
- SMILES string: C/C(=C\I)OS(C)(=O)=O
- F_max: 3.7 eV Å⁻¹
- Electronic energy: -1078.12936 Eh
- Total charge: 0
- Kohn-Sham gap: 9.228 eV
- Lowest unoccupied orbital energy: 0.07 eV

XYZ file:
```
16
Properties=species:S:1:pos:R:3:forces:R:3:lowdin_charge:R:1
C 1.73150 0.83692 0.55832 1.89 1.30 1.31 -0.10
C 0.34122 0.55681 1.02707 0.65 -0.65 -0.60 -0.43
C -0.06849 0.95282 2.22442 -1.72 -0.43 1.52 -0.52
I 1.12125 1.97496 3.70636 -0.58 -0.57 -0.95 0.78
O -0.54285 -0.20542 0.15326 0.66 0.62 0.21 -0.24
S -0.22576 -0.69606 -1.42469 0.32 -0.62 0.49 0.65
C -1.99138 -1.38098 -1.63633 3.20 -0.06 -1.85 -0.06
O 0.84096 -1.65476 -1.42710 -0.82 -0.50 0.64 -0.29
O 0.02344 0.39719 -2.30470 -0.93 0.83 0.17 -0.29
H 2.14488 1.77411 1.10356 -0.90 -1.59 -0.61 0.05
H 2.55169 0.05573 0.76115 -1.66 0.77 -0.64 0.13
H 1.69158 1.20317 -0.44411 0.29 -0.40 -1.02 0.06
H -1.05995 0.70525 2.71227 1.26 0.33 -1.10 0.06
H -2.08123 -1.85150 -2.67817 0.06 1.47 1.31 0.11
H -2.01265 -2.19983 -0.97466 -0.42 -0.61 1.26 0.04
H -2.46422 -0.46841 -1.35666 -1.29 0.12 -0.15 0.05
```
Positions in Å, forces in eV/Å.

***

(4)
Molecular formula: C4H7N
Method: DFT, wB97M-V/def2-TZVPD

Computed properties:
- SMILES string: N=C1CCC1
- F_max: 4.5 eV Å⁻¹
- Electronic energy: -211.26091 Eh
- Total charge: 0
- Kohn-Sham gap: 10.330 eV
- Lowest unoccupied orbital energy: 1.10 eV

XYZ file:
```
12
Properties=species:S:1:pos:R:3:forces:R:3:lowdin_charge:R:1
N -2.09075 -0.23341 -0.19031 -2.59 -1.19 0.54 0.11
C -0.90517 -0.06540 0.16192 0.48 -0.62 -1.14 -0.48
C -0.14864 1.24707 0.10913 3.07 -2.01 -2.26 -0.04
C 1.29298 0.11827 -0.18144 -3.46 2.52 -1.52 -0.09
C 0.27217 -1.04465 0.15485 0.79 0.68 -0.24 -0.15
H -2.56330 -1.21986 -0.16694 1.93 2.01 -0.19 0.10
H -0.21779 1.86574 -0.84118 -0.59 -0.39 1.77 0.11
H 0.10663 1.68827 1.06069 -0.41 0.56 -0.04 0.08
H 1.74487 0.42462 -1.22080 -0.89 -1.38 2.14 0.12
H 1.84711 0.38311 0.65344 1.81 0.15 1.04 0.03
H 0.49363 -1.44060 1.19260 -0.18 -0.24 -1.55 0.12
H 0.16825 -1.72317 -0.73197 0.04 -0.10 1.45 0.11
```
Positions in Å, forces in eV/Å.

***

(5)
Molecular formula: C4H7N
Method: DFT, wB97M-V/def2-TZVPD

Computed properties:
- SMILES string: CCCC#N
- F_max: 1.3 eV Å⁻¹
- Electronic energy: -211.35754 Eh
- Total charge: 0
- Kohn-Sham gap: 12.459 eV
- Lowest unoccupied orbital energy: 0.88 eV

XYZ file:
```
12
Properties=species:S:1:pos:R:3:forces:R:3:lowdin_charge:R:1
C -1.58990 -0.88286 0.15260 0.31 -0.42 0.47 -0.12
C -1.15488 0.47844 -0.35423 0.01 0.02 -0.33 -0.28
C 0.18044 0.96672 0.24009 -0.01 1.22 -0.40 -0.20
C 1.31224 0.05835 0.04436 0.12 -0.47 -0.14 -0.24
N 2.16769 -0.69274 -0.13490 -0.38 0.42 0.11 0.14
H -1.82014 -0.83116 1.23286 0.14 -0.13 -0.40 0.08
H -0.78550 -1.64181 0.00451 -0.69 0.44 0.04 0.08
H -2.50499 -1.18725 -0.36601 0.23 -0.14 0.10 0.07
H -1.91816 1.20925 -0.07874 0.08 0.10 -0.04 0.10
H -1.13880 0.45596 -1.45450 0.30 0.11 0.30 0.11
H 0.04223 1.15511 1.30986 0.15 -0.18 -0.06 0.12
H 0.46418 1.96515 -0.20055 -0.26 -0.97 0.35 0.13
```
Positions in Å, forces in eV/Å.

***

(6)
Molecular formula: C4H7N
Method: DFT, wB97M-V/def2-TZVPD

Computed properties:
- SMILES string: C=CC.C#N
- F_max: 3.3 eV Å⁻¹
- Electronic energy: -211.28731 Eh
- Total charge: 0
- Kohn-Sham gap: 10.488 eV
- Lowest unoccupied orbital energy: 0.85 eV

XYZ file:
```
12
Properties=species:S:1:pos:R:3:forces:R:3:lowdin_charge:R:1
C -1.05646 -0.59839 1.12433 2.22 0.91 -2.28 0.00
C -0.39262 -0.15458 0.00909 -1.48 -0.52 1.66 -0.24
C -0.85673 0.26665 -1.34884 0.05 1.37 1.58 -0.11
H -0.30363 -0.88602 1.83509 -0.52 -0.29 0.92 0.03
H -2.10914 -0.69733 1.31770 -0.17 0.05 -0.16 0.05
H 0.66861 -0.16218 0.09740 0.80 -0.11 0.17 0.04
H -0.12268 0.98720 -1.78785 -0.57 -1.25 -0.26 0.09
H -1.14210 -0.65065 -1.79818 0.31 -0.57 -1.54 0.07
H -1.77368 0.81111 -1.22243 -0.63 0.41 -0.10 0.06
C 3.67739 0.37232 0.18552 -0.54 0.01 0.48 -0.10
N 4.17679 0.66081 -0.79812 0.35 0.06 -0.45 0.05
H 3.12877 0.15825 1.07816 0.18 -0.07 -0.02 0.05
```
Positions in Å, forces in eV/Å.

***

(7)
Molecular formula: C4H7N
Method: DFT, wB97M-V/def2-TZVPD

Computed properties:
- F_max: 4.3 eV Å⁻¹
- Spin multiplicity: 3
- Electronic energy: -211.06047 Eh
- Total charge: 0
- Kohn-Sham gap (alpha / beta): 7.281 / 9.045 eV
- Lowest unoccupied orbital energy (alpha / beta): 0.98 / -1.17 eV

XYZ file:
```
12
Properties=species:S:1:pos:R:3:forces:R:3:lowdin_charge:R:1
C -2.00138 0.11015 0.24200 -0.42 0.23 1.10 -0.08
C -0.79006 0.39340 -0.48062 -0.19 -0.47 2.50 -0.33
C 1.30701 -0.75036 0.34436 1.32 -1.86 3.60 -0.14
C 0.64367 0.51165 -0.04191 -1.80 0.59 -0.17 -0.29
N -1.61084 -0.77986 -0.56774 -0.25 -1.35 -0.88 0.13
H -2.83648 0.10063 1.02147 1.28 0.37 -1.26 0.13
H -1.11310 1.50515 -2.02103 -0.36 0.97 -1.54 0.12
H 2.42981 -0.59525 0.34547 -1.20 -0.15 0.14 0.08
H 1.15480 -1.70415 -0.22461 -0.44 1.18 0.28 0.09
H 1.00150 -0.91007 1.46812 0.74 -0.43 -2.00 0.11
H 1.26350 0.82572 -0.82685 0.42 1.46 -1.48 0.07
H 0.55156 1.29300 0.74135 0.88 -0.54 -0.28 0.12
```
Positions in Å, forces in eV/Å.

***

(8)
Molecular formula: C4H7N2
Method: DFT, wB97M-V/def2-TZVPD

Computed properties:
- SMILES string: Cc1c[nH]c[nH+]1
- F_max: 4.1 eV Å⁻¹
- Electronic energy: -265.83564 Eh
- Total charge: +1
- Kohn-Sham gap: 9.775 eV
- Lowest unoccupied orbital energy: -4.58 eV

XYZ file:
```
13
Properties=species:S:1:pos:R:3:forces:R:3:lowdin_charge:R:1
C -1.99769 0.10026 -0.00270 2.06 -1.85 -2.08 0.00
C -0.45392 -0.00218 0.08965 0.42 1.29 -1.23 -0.17
C 0.36755 0.98501 -0.50514 0.16 -0.27 1.80 0.01
N 1.65994 0.47268 -0.36052 -0.37 -0.72 2.76 0.07
C 1.71566 -0.63167 0.45699 -0.22 -2.45 -3.24 -0.04
N 0.41986 -1.03298 0.65053 -1.35 1.01 -2.34 0.12
H -2.42445 -0.00515 0.91827 -1.19 -0.34 2.54 0.05
H -2.24406 1.06550 -0.38575 -0.01 0.62 -0.34 0.08
H -2.44609 -0.68093 -0.68731 0.67 0.81 0.68 0.12
H 0.28217 2.14409 -0.74230 -0.31 -3.07 0.18 0.19
H 2.43931 1.07288 -0.31440 1.25 0.85 -0.67 0.15
H 2.59362 -1.44663 0.35584 -1.98 2.38 0.88 0.21
H 0.08810 -2.04088 0.52684 0.87 1.75 1.05 0.21
```
Positions in Å, forces in eV/Å.